ORCA calculation (ωB97M-V/def2-TZVPD) on a 14-piece molecular cluster, C25H67B3O20 overall in a non-equilibrium geometry.

Largest force on an atom = 1.059 eV Å⁻¹
Energy above the lowest of the compared OMol25 structures with the same formula, charge and spin = 0.000 eV
HOMO-LUMO gap = 0.363 Ha
Total charge = 0
Electronic energy = -69993.8886 eV

Bonds (Å) are listed after each position.
CARTESIAN COORDINATES (ANGSTROEM)
1 C 4.2228 -1.7548 2.7393  C2 1.498, H23 1.090, H24 1.084, H25 1.086
2 C 4.5010 -0.5226 1.9348  C1 1.498, O3 1.195, O4 1.355
3 O 5.0878 -0.5313 0.8939  C2 1.195
4 O 4.0745 0.6376 2.4897  C2 1.355, C5 1.442
5 C 2.9994 1.2938 1.7883  O4 1.442, C6 1.528, H26 1.087, H27 1.088
6 C 1.6237 0.7298 2.1423  C5 1.528, C7 1.548, H28 1.090, H29 1.089
7 C 0.7834 1.6295 3.0814  C6 1.548, B8 1.551, H30 1.090, H31 1.088
8 B -0.6667 1.7298 2.5403  C7 1.551, O9 1.408, O22 1.380
9 O -0.8592 2.2046 1.2292  B8 1.408, B10 1.372
10 B -2.0543 2.8062 0.9252  O9 1.372, O11 1.379, H32 1.185
11 O -3.0170 2.8602 1.9109  B10 1.379, B12 1.377
12 B -2.9991 1.8032 2.7936  O11 1.377, O13 1.369, O22 1.382
13 O -4.1360 1.1607 3.2054  B12 1.369, C14 1.377
14 C -5.3517 1.7395 2.9181  O13 1.377, O15 1.186, C16 1.475
15 O -5.5537 2.8825 3.1621  C14 1.186
16 C -6.3204 0.7997 2.3224  C14 1.475, C17 1.406, C21 1.408
17 C -7.4256 1.3364 1.6388  C16 1.406, C18 1.395, H33 1.080
18 C -8.3575 0.4762 1.0572  C17 1.395, C19 1.402, H34 1.081
19 C -8.2073 -0.9140 1.1619  C18 1.402, C20 1.400, H35 1.079
20 C -7.1239 -1.4514 1.8669  C19 1.400, C21 1.399, H36 1.079
21 C -6.1785 -0.5962 2.4422  C16 1.408, C20 1.399, H37 1.080
22 O -1.7812 1.3381 3.2530  B8 1.380, B12 1.382
23 H 5.1806 -2.2443 2.9190  C1 1.090
24 H 3.7934 -1.5017 3.7020  C1 1.084
25 H 3.5858 -2.4424 2.1916  C1 1.086
26 H 3.0539 2.3426 2.0691  C5 1.087
27 H 3.1497 1.2517 0.7114  C5 1.088
28 H 1.0825 0.6182 1.2025  C6 1.090
29 H 1.7295 -0.2675 2.5656  C6 1.089
30 H 0.7684 1.2176 4.0905  C7 1.090
31 H 1.2447 2.6134 3.1389  C7 1.088
32 H -2.2788 3.2362 -0.1559  B10 1.185
33 H -7.5350 2.4078 1.5568  C17 1.080
34 H -9.2069 0.8824 0.5254  C18 1.081
35 H -8.9295 -1.5665 0.6964  C19 1.079
36 H -7.0210 -2.5204 1.9732  C20 1.079
37 H -5.3506 -1.0096 2.9993  C21 1.080
38 C 1.6546 3.4818 -1.4556  O39 1.423, H40 1.088, H41 1.092, H42 1.094
39 O 1.4622 2.2442 -0.7794  C38 1.423, H43 0.966
40 H 2.5736 3.3912 -2.0317  C38 1.088
41 H 0.8298 3.7066 -2.1353  C38 1.092
42 H 1.7604 4.3074 -0.7459  C38 1.094
43 H 0.6551 2.3174 -0.2536  O39 0.966
44 C -9.6804 -2.1998 -2.4836  O45 1.423, H46 1.088, H47 1.093, H48 1.093
45 O -8.5878 -1.6782 -1.7361  C44 1.423, H49 0.961
46 H -10.2066 -2.8965 -1.8350  C44 1.088
47 H -10.3752 -1.4124 -2.7885  C44 1.093
48 H -9.3419 -2.7390 -3.3719  C44 1.093
49 H -8.1096 -1.0621 -2.2980  O45 0.961
50 C 1.5001 3.9516 6.3958  O51 1.426, H52 1.086, H53 1.092, H54 1.092
51 O 1.8328 4.2122 5.0337  C50 1.426, H55 0.963
52 H 2.2530 3.2688 6.7797  C50 1.086
53 H 1.5142 4.8662 6.9922  C50 1.092
54 H 0.5185 3.4802 6.4814  C50 1.092
55 H 1.1714 4.8185 4.6831  O51 0.963
56 C 4.7602 0.4138 -2.9248  O57 1.419, H58 1.087, H59 1.094, H60 1.094
57 O 3.9173 -0.5899 -2.3809  C56 1.419, H61 0.963
58 H 4.3401 0.7304 -3.8761  C56 1.087
59 H 4.8134 1.2789 -2.2577  C56 1.094
60 H 5.7684 0.0250 -3.0979  C56 1.094
61 H 4.3070 -0.8519 -1.5403  O57 0.963
62 C -1.3494 0.5240 -4.4803  O63 1.430, H64 1.087, H65 1.095, H66 1.091
63 O -1.5846 0.7185 -3.0833  C62 1.430, H67 0.963
64 H -1.8990 1.2994 -5.0084  C62 1.087
65 H -0.2843 0.6248 -4.7119  C62 1.095
66 H -1.7032 -0.4539 -4.8091  C62 1.091
67 H -1.0989 0.0350 -2.6106  O63 0.963
68 C 2.8049 5.9166 1.4879  O69 1.423, H70 1.087, H71 1.093, H72 1.093
69 O 1.8277 5.0486 2.0509  C68 1.423, H73 0.961
70 H 2.4783 6.1511 0.4776  C68 1.087
71 H 2.8906 6.8486 2.0523  C68 1.093
72 H 3.7853 5.4365 1.4370  C68 1.093
73 H 2.1008 4.8314 2.9467  O69 0.961
74 C 4.4794 1.4191 -6.8515  O75 1.424, H76 1.087, H77 1.092, H78 1.093
75 O 3.0640 1.5714 -6.8597  C74 1.424, H79 0.961
76 H 4.8921 2.1893 -7.4979  C74 1.087
77 H 4.8839 1.5535 -5.8463  C74 1.092
78 H 4.7717 0.4389 -7.2364  C74 1.093
79 H 2.6886 0.8936 -6.2911  O75 0.961
80 C -8.8401 -3.1288 4.6155  O81 1.423, H82 1.087, H83 1.093, H84 1.093
81 O -7.9100 -3.8788 3.8420  C80 1.423, H85 0.961
82 H -8.4966 -2.0972 4.6099  C80 1.087
83 H -9.8444 -3.1651 4.1852  C80 1.093
84 H -8.8808 -3.4819 5.6491  C80 1.093
85 H -8.1950 -4.7962 3.8318  O81 0.961
86 C -3.1694 -1.0026 -0.5290  O87 1.421, H88 1.088, H89 1.093, H90 1.097
87 O -4.4493 -1.4284 -0.0816  C86 1.421, H91 0.962
88 H -2.6150 -1.8945 -0.8137  C86 1.088
89 H -3.2336 -0.3337 -1.3907  C86 1.093
90 H -2.6198 -0.4986 0.2753  C86 1.097
91 H -4.9585 -0.6544 0.1783  O87 0.962
92 C 4.0116 -4.0180 5.7235  O93 1.423, H94 1.087, H95 1.093, H96 1.093
93 O 2.8725 -3.8417 4.8887  C92 1.423, H97 0.961
94 H 4.7650 -3.3088 5.3897  C92 1.087
95 H 3.7791 -3.8131 6.7717  C92 1.093
96 H 4.4211 -5.0277 5.6394  C92 1.093
97 H 2.1972 -4.4639 5.1712  O93 0.961
98 C 7.5925 -2.4565 -2.0088  O99 1.424, H100 1.086, H101 1.094, H102 1.095
99 O 7.5038 -2.8139 -0.6330  C98 1.424, H103 0.963
100 H 8.1648 -3.2254 -2.5202  C98 1.086
101 H 6.5948 -2.3996 -2.4548  C98 1.094
102 H 8.1008 -1.4934 -2.1239  C98 1.095
103 H 6.9918 -2.1365 -0.1780  O99 0.963
104 C -2.3147 -2.5372 -7.1407  O105 1.424, H106 1.087, H107 1.093, H108 1.093
105 O -2.5380 -2.3892 -5.7418  C104 1.424, H109 0.961
106 H -2.8820 -1.7547 -7.6379  C104 1.087
107 H -1.2579 -2.4217 -7.3950  C104 1.093
108 H -2.6626 -3.5079 -7.5024  C104 1.093
109 H -2.0439 -3.0787 -5.2897  O105 0.961
110 C 10.3431 -2.9413 -4.7594  O111 1.427, H112 1.087, H113 1.093, H114 1.093
111 O 9.3784 -3.9855 -4.6366  C110 1.427, H115 0.961
112 H 9.8359 -1.9974 -4.5792  C110 1.087
113 H 11.1409 -3.0631 -4.0224  C110 1.093
114 H 10.7745 -2.9354 -5.7635  C110 1.093
115 H 9.8379 -4.8150 -4.7906  O111 0.961